{
  "formula": "C30H41BFN5O3PS",
  "method": "wB97M-V/def2-TZVPD",
  "total_charge": -1,
  "species": ["C", "C", "C", "C", "C", "C", "N", "C", "C", "C", "C", "C", "C", "C", "O", "O", "B", "F", "P", "S", "O", "C", "C", "C", "N", "C", "C", "H", "H", "H", "H", "H", "H", "H", "H", "H", "H", "H", "H", "H", "H", "H", "H", "H", "H", "H", "H", "H", "H", "H", "H", "H", "H", "N", "C", "C", "C", "C", "H", "H", "H", "H", "H", "N", "C", "C", "C", "C", "H", "H", "H", "H", "H", "N", "C", "C", "C", "C", "H", "H", "H", "H", "H"],
  "positions_angstrom": [[3.1323, 0.8138, 1.8833], [2.3872, 0.6463, 0.9566], [1.4193, 0.4072, -0.1381], [2.1496, -0.5778, -1.0940], [1.9059, -2.0424, -0.7217], [0.5344, -2.5705, -1.1608], [0.5910, -3.3919, -2.3819], [0.9522, -4.8032, -2.1195], [2.4388, -5.0041, -2.2762], [3.2382, -5.4273, -1.2294], [4.6131, -5.5290, -1.3958], [5.1864, -5.2020, -2.6127], [4.3912, -4.7873, -3.6678], [3.0220, -4.6972, -3.4982], [2.2217, -4.3017, -4.5423], [0.3021, -0.1781, 0.5256], [-0.8792, 0.6081, 0.2351], [-1.7372, -0.1047, -0.6923], [-2.0002, 0.8310, 1.8707], [-1.5346, 2.3455, 3.0707], [-0.4459, 1.8705, -0.2561], [0.8569, 1.7638, -0.7765], [1.6472, 2.9310, -0.1994], [2.7479, 3.4497, -0.7165], [0.9730, 1.8684, -2.2144], [0.1416, 0.9956, -3.0584], [-1.3093, 1.4291, -3.3092], [3.9048, 1.1473, 2.5315], [3.2160, -0.3899, -0.9763], [1.9375, -0.3954, -2.1391], [1.9603, -2.1113, 0.3652], [2.7258, -2.6335, -1.1247], [0.0639, -3.1031, -0.3278], [-0.1012, -1.7196, -1.3788], [-0.3612, -3.4244, -2.7281], [0.6899, -5.0763, -1.0932], [0.4323, -5.4350, -2.8362], [2.7890, -5.6648, -0.2749], [5.2401, -5.8327, -0.5697], [6.2565, -5.2627, -2.7506], [4.7965, -4.5325, -4.6363], [1.8494, -3.4434, -4.2926], [-1.9869, -0.3501, 2.6412], [-3.3357, 0.9517, 1.4298], [1.2452, 3.3282, 0.7237], [3.1159, 3.1782, -1.6945], [3.3115, 4.1557, -0.1212], [0.7325, 2.8217, -2.4574], [0.6401, 0.9609, -4.0311], [0.1328, -0.0200, -2.6897], [-1.7675, 1.9086, -2.4529], [-1.8979, 0.5309, -3.5073], [-1.3921, 2.0421, -4.2075], [4.3150, 2.9084, 4.9738], [3.9392, 2.0446, 5.9630], [4.9558, 1.9896, 6.8793], [5.9854, 2.8581, 6.4224], [5.5579, 3.4100, 5.2441], [3.7594, 3.1371, 4.1686], [2.9860, 1.5459, 5.9285], [4.9616, 1.3936, 7.7764], [6.9294, 3.0537, 6.9030], [6.0293, 4.1126, 4.5788], [-5.7083, 0.5433, 3.1093], [-6.3389, -0.5889, 2.6816], [-7.5621, -0.2255, 2.1804], [-7.6692, 1.1857, 2.3118], [-6.5074, 1.6303, 2.8891], [-4.7905, 0.5802, 3.5204], [-5.8651, -1.5518, 2.7638], [-8.2950, -0.8946, 1.7621], [-8.5004, 1.8029, 2.0142], [-6.1804, 2.6203, 3.1594], [-5.5392, 2.2218, -0.6462], [-6.0625, 3.3268, -1.2566], [-5.5572, 3.3826, -2.5304], [-4.6957, 2.2624, -2.6884], [-4.7039, 1.5695, -1.5071], [-5.7402, 1.9323, 0.2963], [-6.7464, 3.9758, -0.7366], [-5.7803, 4.1393, -3.2645], [-4.1332, 1.9892, -3.5650], [-4.1862, 0.6714, -1.2137]],
  "atomic_forces_ev_per_a": [[0.2, 0.3, -0.4], [-0.1, 0.4, 0.2], [0.0, -0.5, 0.5], [0.2, -0.1, 0.0], [-0.2, 0.3, 0.3], [0.5, 0.2, -0.2], [-0.5, -0.4, 0.2], [0.6, 0.6, 0.1], [-0.4, 0.0, 0.2], [0.3, 0.0, -0.1], [0.0, 0.0, 0.1], [0.1, 0.0, -0.1], [-0.2, -0.1, -0.2], [0.1, 0.0, 0.1], [0.4, 0.1, -0.4], [-0.1, 0.0, -0.6], [-0.1, -0.7, -0.4], [0.0, 0.1, 0.2], [0.5, 0.8, 0.3], [-0.2, 0.0, 0.2], [-0.2, -0.1, -0.4], [0.7, 0.9, 0.5], [-0.1, 0.0, -0.2], [0.0, 0.2, 0.1], [-0.5, -0.6, -0.2], [-0.1, 0.3, -0.3], [0.0, -0.4, -0.1], [0.0, -0.3, 0.3], [0.1, 0.1, -0.1], [-0.1, 0.0, -0.1], [0.1, -0.1, 0.1], [-0.1, -0.2, -0.1], [-0.1, -0.2, 0.0], [-0.2, 0.0, 0.1], [0.0, 0.2, -0.2], [-0.3, -0.2, 0.0], [-0.1, -0.1, 0.0], [-0.1, 0.0, 0.1], [0.0, -0.1, 0.1], [0.1, 0.0, 0.0], [0.1, 0.0, 0.0], [-0.4, -0.1, 0.2], [-0.3, -0.2, -0.3], [-0.1, -0.4, 0.1], [0.0, -0.3, 0.2], [0.2, -0.2, 0.0], [0.0, 0.3, -0.2], [0.2, 0.1, 0.1], [0.1, -0.2, 0.0], [0.1, -0.1, 0.3], [0.1, 0.2, 0.1], [-0.1, 0.0, 0.0], [0.0, 0.3, 0.1], [0.0, 0.0, 0.0], [0.0, 0.0, 0.0], [0.0, 0.0, 0.0], [0.0, 0.0, 0.0], [0.0, 0.0, 0.0], [-0.1, 0.0, 0.0], [0.0, 0.0, 0.0], [0.0, 0.0, 0.0], [0.0, 0.0, 0.0], [0.0, 0.0, 0.0], [0.0, 0.0, 0.1], [0.0, 0.0, 0.0], [0.0, 0.0, 0.0], [0.0, 0.0, 0.0], [0.1, 0.0, 0.0], [0.0, 0.1, -0.1], [0.0, 0.0, 0.0], [0.0, 0.0, 0.0], [0.0, 0.0, 0.0], [0.0, 0.0, 0.0], [0.0, 0.0, 0.0], [0.0, 0.0, 0.0], [0.0, 0.0, 0.0], [0.0, 0.0, -0.1], [0.0, -0.1, 0.0], [0.0, 0.0, 0.0], [0.0, 0.0, 0.0], [0.0, 0.0, 0.0], [0.0, 0.0, 0.0], [0.1, 0.0, 0.0]],
  "mulliken_charge": [0.69, -3.37, 2.44, -1.77, -0.16, -0.58, -0.06, -1.01, 0.42, -0.33, -0.66, -0.38, -0.52, 0.53, -0.65, -0.69, 0.78, -0.34, 0.31, -0.55, -0.78, 1.18, -0.94, -0.90, -0.33, 0.17, -1.42, 0.72, 0.56, 0.52, 0.25, 0.53, 0.06, 0.05, 0.21, 0.35, 0.41, 0.35, 0.37, 0.37, 0.43, 0.30, 0.00, -0.19, 0.39, 0.31, 0.27, 0.43, 0.55, -0.43, 0.28, 0.40, 0.37, 0.00, -0.47, -0.39, -0.39, -0.50, 0.23, 0.39, 0.39, 0.38, 0.37, 0.04, -0.52, -0.38, -0.25, -0.72, 0.27, 0.38, 0.40, 0.41, 0.37, 0.16, -0.35, -0.80, -0.47, -0.57, 0.24, 0.39, 0.38, 0.48, 0.55]
}

=====

{
  "formula": "C30H41BrN4NaO8Si",
  "method": "wB97M-V/def2-TZVPD",
  "total_charge": -1,
  "species": ["Na", "O", "C", "O", "C", "C", "C", "C", "C", "N", "C", "O", "O", "H", "H", "H", "H", "H", "C", "C", "N", "C", "C", "N", "C", "O", "O", "C", "O", "O", "H", "H", "H", "H", "H", "C", "C", "C", "C", "Si", "C", "C", "C", "C", "C", "C", "C", "C", "H", "H", "H", "H", "H", "H", "H", "H", "H", "H", "H", "H", "H", "H", "H", "H", "H", "H", "H", "H", "H", "H", "H", "H", "H", "H", "H", "Br", "C", "C", "C", "N", "C", "C", "H", "H", "H", "H"],
  "positions_angstrom": [[0.1647, 0.4958, 1.5017], [1.4390, -2.9125, -0.6040], [1.0280, -1.4855, -0.3958], [-0.0377, -1.4279, 0.4129], [2.3489, -0.9805, 0.2757], [3.5863, -1.2624, -0.3222], [4.7525, -0.9884, 0.3532], [4.6847, -0.4476, 1.6362], [3.4305, -0.2004, 2.1487], [2.2933, -0.4579, 1.4946], [3.2559, 0.3381, 3.5495], [3.2303, -0.6297, 4.5067], [3.2109, 1.4875, 3.8545], [0.9856, -3.3274, 0.1484], [3.6122, -1.7347, -1.2914], [5.7120, -1.2090, -0.0989], [5.5715, -0.2240, 2.2154], [3.2324, -1.4889, 4.0754], [-1.2884, 1.0791, 5.4255], [-0.7216, 2.1644, 4.5770], [-0.2013, 2.0001, 3.3827], [0.2242, 3.2407, 2.9674], [-0.0614, 4.1683, 3.9360], [-0.6591, 3.4619, 4.9496], [0.1071, 5.6310, 4.1030], [0.6464, 6.2711, 3.1061], [-0.2732, 6.1586, 5.1369], [0.9378, 3.4390, 1.6504], [1.1919, 4.6374, 1.3328], [1.2053, 2.4151, 1.0003], [-1.3764, 0.1797, 4.8202], [-2.2779, 1.3422, 5.8061], [-0.6410, 0.8663, 6.2789], [-0.9622, 3.8948, 5.8061], [0.8818, 5.5897, 2.3289], [-1.5214, 1.0755, -0.8025], [-0.6374, 0.8031, -2.0447], [0.4008, 1.9405, -2.1142], [-1.5563, 0.9926, -3.2705], [0.2466, -0.9349, -2.1164], [-1.0943, -2.3124, -2.5124], [-2.3814, -2.0748, -1.7023], [-0.6778, -3.7580, -2.1804], [-1.4805, -2.3284, -4.0045], [1.5969, -0.8860, -3.5336], [2.7536, 0.0744, -3.1693], [2.1597, -2.3146, -3.6732], [1.1529, -0.4505, -4.9421], [-2.2322, 1.8739, -1.0544], [-0.9453, 1.4889, 0.0246], [-2.0856, 0.2157, -0.4511], [-0.1029, 2.8947, -1.9157], [0.8493, 2.0148, -3.1076], [1.1898, 1.8535, -1.3667], [-1.8814, 2.0401, -3.2946], [-2.4568, 0.3790, -3.2241], [-1.0574, 0.7876, -4.2185], [-2.1547, -2.0504, -0.6371], [-3.0781, -2.9019, -1.8969], [-2.8980, -1.1510, -1.9661], [-0.6486, -3.9221, -1.1036], [0.2954, -4.0377, -2.5826], [-1.4340, -4.4337, -2.6038], [-1.7373, -1.3502, -4.4088], [-2.3583, -2.9760, -4.1281], [-0.6849, -2.7531, -4.6205], [2.9737, 0.1402, -2.1058], [2.5421, 1.0899, -3.5022], [3.6696, -0.2473, -3.6823], [2.4604, -2.7554, -2.7213], [3.0290, -2.2996, -4.3441], [1.4214, -2.9888, -4.1155], [0.8243, 0.5910, -4.9630], [0.3604, -1.0684, -5.3617], [2.0168, -0.5235, -5.6180], [-6.6523, -2.2910, 2.2505], [-4.9757, -1.4096, 2.2680], [-4.9047, -0.0775, 2.6365], [-3.6528, 0.5190, 2.6300], [-2.5337, -0.1137, 2.2882], [-2.6262, -1.3967, 1.9331], [-3.8309, -2.0922, 1.9094], [-5.7875, 0.4802, 2.9158], [-3.5467, 1.5635, 2.9113], [-1.6993, -1.8746, 1.6220], [-3.8612, -3.1283, 1.6021]],
  "atomic_forces_ev_per_a": [[-0.3, -0.1, 0.6], [-0.1, 0.1, 0.2], [0.1, -0.2, 0.2], [0.1, 0.0, -0.1], [0.0, -0.1, -0.3], [0.1, 0.0, 0.1], [0.0, 0.0, 0.0], [0.0, 0.1, 0.0], [-0.2, 0.0, 0.0], [-0.1, -0.1, -0.1], [0.4, 0.0, 0.0], [-0.2, 0.1, 0.1], [-0.1, 0.1, 0.0], [0.1, 0.1, -0.1], [0.0, 0.0, 0.0], [0.0, 0.0, 0.0], [0.0, 0.0, 0.0], [0.0, -0.2, -0.1], [0.0, 0.0, 0.0], [0.0, 0.0, 0.0], [0.1, 0.0, 0.0], [0.1, 0.1, 0.0], [0.0, -0.1, 0.1], [0.0, 0.0, 0.0], [0.0, 0.2, 0.0], [0.0, 0.0, 0.1], [0.0, -0.1, 0.0], [-0.1, 0.0, 0.1], [0.0, -0.2, 0.0], [-0.1, 0.3, -0.1], [0.0, 0.0, 0.0], [0.0, 0.0, 0.0], [0.0, 0.0, 0.0], [0.0, 0.0, 0.0], [0.1, 0.0, -0.1], [0.1, 0.1, -0.1], [0.0, 0.0, 0.0], [-0.1, 0.0, 0.0], [0.0, 0.0, 0.0], [0.0, 0.0, 0.0], [0.0, 0.0, 0.0], [0.0, 0.0, 0.0], [0.0, -0.1, 0.0], [0.0, 0.0, 0.0], [0.0, 0.0, 0.0], [0.0, 0.0, 0.0], [0.0, 0.0, 0.0], [0.0, 0.0, 0.0], [0.0, -0.1, 0.0], [0.0, 0.0, -0.2], [0.1, 0.0, 0.0], [0.0, 0.0, 0.0], [-0.1, 0.0, 0.1], [0.0, 0.0, 0.0], [0.0, 0.0, 0.0], [0.0, 0.0, 0.0], [0.0, 0.0, 0.1], [0.0, 0.0, 0.0], [0.0, 0.0, 0.0], [0.0, 0.0, 0.0], [0.0, 0.0, -0.1], [-0.1, 0.0, 0.0], [0.0, 0.0, 0.0], [0.0, 0.0, 0.0], [0.0, 0.0, 0.0], [0.0, 0.0, 0.0], [0.0, 0.0, -0.1], [0.0, -0.1, 0.0], [0.0, 0.0, 0.0], [0.0, 0.0, 0.0], [0.0, 0.0, 0.0], [0.0, 0.0, 0.0], [0.0, -0.1, 0.0], [0.0, 0.0, 0.0], [0.0, 0.0, 0.0], [0.0, 0.0, 0.0], [0.0, 0.0, 0.0], [0.0, 0.0, 0.0], [0.1, 0.0, 0.0], [0.1, -0.1, 0.0], [0.0, 0.0, 0.0], [0.0, 0.0, 0.0], [0.0, 0.0, 0.0], [0.0, 0.0, 0.0], [-0.1, 0.1, 0.0], [0.0, 0.0, 0.0]],
  "mulliken_charge": [0.81, -0.69, 1.06, -0.34, 0.53, -0.54, -0.86, -0.34, -0.33, 0.05, 0.30, -0.52, -0.51, 0.48, 0.29, 0.46, 0.50, 0.41, -1.38, 0.04, 0.30, 0.56, -0.25, 0.02, 0.55, -0.60, -0.70, 0.11, -0.93, -0.21, 0.13, 0.38, 0.39, 0.22, 0.42, -1.51, 3.34, -2.19, -2.13, -2.28, 3.09, -2.32, -1.93, -2.13, 2.70, -1.70, -2.03, -1.99, 0.72, -0.13, 0.04, 0.62, 0.39, 0.32, 0.62, 0.31, 0.34, 0.24, 0.63, 0.19, 0.22, 0.28, 0.61, 0.30, 0.59, 0.39, 0.19, 0.42, 0.49, 0.43, 0.55, 0.32, 0.34, 0.28, 0.57, -0.19, -0.05, -0.68, -0.43, 0.29, -0.53, -0.60, 0.43, 0.48, 0.81, 0.49]
}

=====

LUMO energy per entry: 2.56; 1.89 eV